C4H6 in the gas phase at a distorted geometry, computed with ωB97M-V/def2-TZVPD.

```
10
Properties=species:S:1:pos:R:3:forces:R:3
C 1.14738 -0.03569 1.50491 1.1 -0.5 0.9
C -1.14981 -0.03660 -1.53820 1.2 -0.2 0.2
C 0.08406 0.14475 0.80614 -4.0 0.9 -4.7
C -0.04788 -0.10567 -0.78216 2.3 0.1 2.7
H 1.09321 0.18333 2.55729 0.5 0.0 0.2
H 2.00487 -0.47621 1.03009 0.5 0.0 0.2
H -1.26798 -0.27763 -2.59505 0.7 0.1 0.2
H -2.05635 0.31057 -1.11358 -0.8 0.1 0.7
H -0.85079 0.58710 1.15193 0.3 -0.2 0.6
H 1.04330 -0.29395 -1.02134 -1.6 -0.3 -1.0
```
Positions in Å, forces in eV/Å.

## Properties
E_tot: -4243.1811 eV
structure (SMILES): C=CC=C
energy above the lowest of the compared OMol25 structures with the same formula, charge and spin: 75.2 kJ/mol
LUMO level: 1.26 eV